Record 1
The following is a quantum chemistry calculation of a structure of composition C19H22F5N2O3S2Sn at a distorted geometry, from the Open Molecules 2025 dataset.

Output
Relative energy (zero: lowest compared OMol25 entry of this formula, charge and spin)   13.7 kJ/mol
Orbital gap   8.4427 eV
Charge   +1
HOMO   -11.09 eV

Element x y z (Å)
Sn (-0.716, -0.919, 1.146)
O (-1.303, 0.960, -0.129)
S (-0.683, 2.337, -0.587)
C (0.877, 2.181, -1.651)
C (0.701, 1.225, -2.788)
C (0.918, -0.198, -2.419)
C (2.308, -0.477, -1.930)
S (2.520, -0.985, -0.219)
O (1.411, -0.259, 0.590)
C (1.937, -2.700, -0.418)
C (1.029, -3.195, -1.278)
C (0.570, -4.482, -1.042)
C (1.240, -5.326, -0.099)
C (2.328, -4.820, 0.615)
C (2.655, -3.517, 0.470)
C (-1.933, 3.193, -1.527)
C (-1.466, 4.320, -2.253)
C (-2.418, 5.226, -2.676)
C (-3.780, 4.863, -2.560)
C (-4.243, 3.627, -2.070)
C (-3.260, 2.842, -1.398)
H (1.747, 2.040, -0.907)
H (1.123, 3.170, -2.126)
H (1.336, 1.442, -3.726)
H (-0.385, 1.295, -3.039)
H (0.686, -0.850, -3.324)
H (0.051, -0.355, -1.691)
H (3.025, 0.370, -2.088)
H (2.739, -1.316, -2.569)
H (0.532, -2.450, -1.942)
H (-0.217, -4.992, -1.567)
H (0.956, -6.308, 0.115)
H (2.772, -5.448, 1.420)
H (3.611, -3.253, 0.936)
H (-0.452, 4.635, -2.244)
H (-2.141, 6.160, -3.050)
H (-4.553, 5.538, -2.812)
H (-5.327, 3.366, -2.035)
H (-3.520, 1.913, -0.812)
N (2.005, -0.441, 4.045)
C (1.573, -1.667, 3.664)
N (2.389, -2.713, 3.991)
O (0.465, -1.802, 3.012)
H (2.722, -0.328, 4.750)
H (1.237, 0.272, 4.107)
H (3.174, -2.642, 4.615)
H (2.004, -3.595, 3.697)
F (-0.683, 0.493, 4.083)
C (-1.381, 0.510, 2.802)
F (-1.184, 1.769, 2.303)
C (-2.889, 0.386, 3.094)
F (-3.159, -0.918, 3.562)
F (-3.588, 0.554, 1.956)
F (-3.364, 1.265, 4.003)


Record 2
The following is a quantum chemistry calculation of a cluster of 2 separate species, C5H10O in total, from the Open Molecules 2025 dataset.

Output
Relative energy (zero: lowest compared OMol25 entry of this formula, charge and spin)   251.0 kJ/mol
Orbital gap   10.1005 eV
HOMO   -9.18 eV

Element x y z (Å)
C (1.479, -0.915, -0.131)
C (0.248, -0.076, -0.125)
C (-0.045, 1.229, -0.081)
C (-1.518, 1.041, -0.385)
C (-1.214, -0.475, -0.253)
O (-1.606, -1.238, -1.371)
H (1.499, -1.620, 0.710)
H (1.504, -1.508, -1.054)
H (2.388, -0.308, -0.091)
H (0.549, 2.125, 0.090)
H (-2.271, 1.470, 0.286)
H (-1.773, 1.285, -1.422)
H (-1.621, -0.901, 0.678)
H (-1.615, -2.166, -1.115)
H (2.275, 0.973, 2.370)
H (1.772, 1.175, 1.861)


Record 3
The following is a quantum chemistry calculation of the ion C6H12N4 with charge +2 at a distorted geometry, from the Open Molecules 2025 dataset.

Output
Relative energy (zero: lowest compared OMol25 entry of this formula, charge and spin)   0.0 kJ/mol
Orbital gap (spin up / spin down)   6.0613 / 7.0980 eV
Charge   +2
Spin multiplicity   3
HOMO (spin up / spin down)   -13.29 / -18.27 eV

Element x y z (Å)
C (1.068, -1.637, -0.376)
C (0.340, -0.535, -0.042)
C (2.464, 0.025, 0.019)
C (-1.412, -0.661, 0.068)
C (3.720, 0.753, 0.200)
C (-3.433, 0.743, -0.233)
N (2.375, -1.260, -0.338)
N (1.213, 0.485, 0.202)
N (-2.021, 0.414, -0.338)
N (-1.920, -1.725, 0.611)
H (0.765, -2.629, -0.651)
H (4.437, 0.479, -0.576)
H (3.579, 1.830, 0.187)
H (4.177, 0.482, 1.156)
H (-3.519, 1.827, -0.156)
H (-3.981, 0.425, -1.120)
H (-3.883, 0.302, 0.653)
H (3.160, -1.870, -0.544)
H (0.993, 1.430, 0.490)
H (-1.487, 1.126, -0.825)
H (-1.353, -2.470, 0.987)
H (-2.925, -1.812, 0.715)